Record 1
{
  "formula": "C20H65BBr2N21NbO14PS",
  "method": "ωB97M-V with the def2-TZVPD basis set",
  "species": ["Nb", "Br", "Br", "S", "P", "O", "O", "O", "O", "O", "O", "O", "O", "O", "O", "O", "O", "O", "O", "N", "N", "N", "N", "N", "N", "N", "N", "N", "N", "N", "N", "N", "N", "N", "N", "N", "N", "N", "N", "N", "C", "C", "C", "C", "C", "C", "C", "C", "C", "C", "C", "C", "C", "C", "C", "C", "C", "C", "C", "C", "B", "H", "H", "H", "H", "H", "H", "H", "H", "H", "H", "H", "H", "H", "H", "H", "H", "H", "H", "H", "H", "H", "H", "H", "H", "H", "H", "H", "H", "H", "H", "H", "H", "H", "H", "H", "H", "H", "H", "H", "H", "H", "H", "H", "H", "H", "H", "H", "H", "H", "H", "H", "H", "H", "H", "H", "H", "H", "H", "H", "H", "H", "H", "H", "H", "H"],
  "positions_angstrom": [[0.984, 1.314, 2.446], [1.599, 4.730, 3.865], [1.425, 3.227, -0.471], [4.530, -0.183, 3.382], [3.613, 1.231, 2.345], [15.002, -3.780, -3.238], [9.440, -2.827, -1.576], [9.384, -4.207, -5.485], [-15.230, 4.658, 1.050], [4.348, 2.665, 2.656], [4.086, 1.124, 0.766], [-10.476, 2.659, 1.383], [0.630, -1.385, -1.212], [-2.559, -2.176, 1.816], [0.531, -1.911, 2.578], [6.047, 0.499, -3.676], [-6.725, 2.899, -0.645], [-5.064, -2.963, -2.648], [-0.917, 1.380, 2.318], [1.557, -2.894, 0.193], [10.761, -4.286, -2.712], [-7.852, 3.485, -2.520], [5.935, 0.321, -1.410], [15.943, -2.070, -4.394], [-2.157, -2.378, -0.413], [-9.822, 1.532, 3.240], [-14.180, 4.438, 3.046], [7.349, -3.981, -6.465], [-3.745, -3.695, 0.631], [7.637, -3.497, -4.226], [-13.128, 3.785, 1.104], [-6.636, -3.731, -1.213], [-8.347, 1.897, 1.505], [1.710, -3.174, -2.103], [7.605, -0.740, -2.595], [1.526, -1.240, 4.684], [-7.222, -3.039, -3.345], [11.676, -2.486, -1.599], [15.763, -1.979, -2.092], [-6.983, 1.353, -2.277], [-2.785, -2.705, 0.743], [-3.688, 1.791, 3.699], [-2.794, 2.372, 4.824], [-14.239, 4.312, 1.677], [-3.097, 1.553, 1.140], [1.608, 4.583, 1.947], [-7.163, 2.597, -1.749], [-3.384, 2.482, 2.330], [15.536, -2.684, -3.245], [6.496, 0.062, -2.623], [-6.233, -3.224, -2.417], [-3.432, 2.240, -0.192], [-9.591, 2.067, 1.999], [-1.626, 1.094, 1.110], [10.560, -3.186, -1.945], [1.256, -2.418, -1.042], [8.197, -3.919, -5.392], [1.414, 3.362, 1.459], [1.809, 5.922, 1.292], [-3.533, 0.268, 3.635], [1.099, -0.875, 3.354], [2.087, -3.731, 0.341], [-7.626, 1.407, 2.001], [-7.992, 4.404, -2.144], [-13.129, 3.687, 0.107], [-7.317, 1.085, -3.182], [-1.433, -1.679, -0.385], [7.737, -4.274, -7.341], [-4.244, 3.115, 2.059], [2.238, -4.017, -1.989], [12.598, -2.760, -1.887], [-3.936, -4.166, -0.233], [-0.189, -2.374, 3.031], [-4.728, 2.030, 3.973], [-8.112, 2.290, 0.604], [-3.829, -0.189, 4.592], [-7.579, -3.983, -0.991], [-6.446, 0.698, -1.738], [3.984, 0.190, 0.530], [-9.116, 1.054, 3.768], [1.009, 1.571, 4.256], [-1.924, 2.900, 4.423], [-3.356, 3.044, 5.487], [0.917, 6.549, 1.416], [0.835, -1.643, 5.308], [-2.890, 3.190, -0.301], [8.006, -1.140, -1.764], [6.382, -3.724, -6.414], [-3.736, 0.661, 1.191], [-4.229, -3.951, 1.470], [2.032, 5.800, 0.227], [-2.492, -0.013, 3.443], [1.200, -2.383, 0.996], [-6.948, -2.674, -4.237], [2.022, -0.497, 5.156], [15.785, -2.559, -5.255], [6.679, -3.207, -4.149], [2.643, 6.447, 1.772], [-4.513, 2.406, -0.249], [16.372, -1.165, -4.415], [8.044, -0.936, -3.473], [-5.914, -3.861, -0.529], [11.657, -4.569, -3.064], [-2.530, 3.163, 2.440], [4.638, 2.648, 3.578], [9.946, -4.784, -3.016], [1.518, -2.827, -3.023], [-1.576, 0.014, 0.937], [-4.186, -0.177, 2.876], [-12.305, 3.486, 1.606], [-8.187, -3.246, -3.173], [-10.739, 1.633, 3.629], [-14.979, 4.828, 3.506], [1.159, 0.213, 1.020], [-1.106, 1.600, 0.283], [11.552, -1.666, -1.037], [-2.399, 1.568, 5.462], [-3.146, 1.587, -1.031], [15.482, -2.410, -1.231], [6.313, -0.021, -0.547], [5.125, 0.915, -1.370], [-8.216, 3.263, -3.426], [-13.376, 4.178, 3.584], [-2.398, -2.793, -1.294], [16.193, -1.074, -2.066], [8.225, -3.398, -3.411]],
  "mulliken_charge": [-1.02, -0.25, -0.27, -0.51, 0.48, -0.63, -0.73, -0.66, -0.68, -0.55, -0.54, -0.74, -0.67, -0.53, -0.80, -0.69, -0.79, -0.61, 0.27, -0.21, -0.31, -0.44, -0.24, -0.40, -0.12, -0.37, -0.34, -0.41, -0.54, -0.26, -0.24, -0.28, -0.17, -0.44, -0.26, -0.42, -0.44, -0.34, -0.39, -0.32, 0.59, 0.97, -1.30, 0.54, 1.44, 0.77, 0.80, -1.38, 0.68, 0.55, 0.67, -1.87, 0.66, -0.35, 0.66, 0.65, 0.63, -0.29, -1.35, -1.66, 0.70, 0.18, 0.08, 0.24, 0.18, 0.14, 0.06, 0.23, 0.31, 0.13, 0.14, 0.20, 0.18, 0.54, 0.12, 0.60, 0.17, 0.16, 0.31, 0.16, -0.04, 0.20, 0.33, 0.29, 0.18, 0.39, 0.16, 0.16, 0.08, 0.20, 0.40, 0.11, 0.19, 0.23, 0.16, 0.22, 0.18, 0.34, 0.32, 0.16, 0.21, 0.15, 0.17, 0.36, 0.32, 0.20, 0.24, -0.65, 0.25, 0.25, 0.15, 0.21, 0.20, 0.47, 0.54, 0.19, 0.27, 0.45, 0.22, 0.18, 0.16, 0.15, 0.16, 0.22, 0.16, 0.08],
  "total_charge": -1
}

=====

Record 2
{
  "formula": "C20H65N5O10",
  "method": "ωB97M-V with the def2-TZVPD basis set",
  "species": ["O", "O", "O", "O", "O", "O", "O", "O", "O", "O", "N", "N", "N", "N", "N", "C", "C", "C", "C", "C", "C", "C", "C", "C", "C", "C", "C", "C", "C", "C", "C", "C", "C", "C", "C", "H", "H", "H", "H", "H", "H", "H", "H", "H", "H", "H", "H", "H", "H", "H", "H", "H", "H", "H", "H", "H", "H", "H", "H", "H", "H", "H", "H", "H", "H", "H", "H", "H", "H", "H", "H", "H", "H", "H", "H", "H", "H", "H", "H", "H", "H", "H", "H", "H", "H", "H", "H", "H", "H", "H", "H", "H", "H", "H", "H", "H", "H", "H", "H", "H"],
  "positions_angstrom": [[-1.306, 1.617, 3.039], [-2.824, -1.397, -2.972], [0.628, -5.142, -0.799], [0.768, 3.575, 2.757], [0.657, 1.047, -1.159], [-3.609, -1.035, 1.944], [-4.765, 2.715, -2.615], [4.793, -0.086, 3.449], [1.622, -3.196, -4.920], [-0.622, -1.053, 2.832], [1.483, -0.861, 4.812], [-0.697, 7.033, 2.844], [-4.899, -0.618, -1.094], [2.922, -5.077, -3.029], [0.291, -2.612, -1.785], [-4.038, 3.902, -2.639], [0.419, 6.044, 2.963], [1.306, -4.590, -4.952], [-6.676, 1.008, -1.259], [2.231, -1.779, -0.639], [2.812, -0.941, 4.262], [2.795, -2.043, 3.177], [0.596, -2.413, -5.478], [-0.165, 4.661, 2.617], [2.202, -6.939, -4.450], [5.640, 0.983, 3.151], [3.523, 0.391, 3.786], [0.556, -0.188, -1.890], [0.909, 6.154, 4.391], [0.791, -1.485, -1.039], [-4.277, 1.714, -1.732], [-5.302, 0.553, -1.785], [2.519, -5.483, -4.391], [-0.549, 1.156, -0.354], [1.793, 3.593, 1.764], [1.495, 5.313, 4.760], [-3.356, 1.285, -2.127], [-1.459, 0.893, -0.894], [2.538, -4.144, -3.077], [-2.660, -1.051, 2.073], [3.488, 1.034, 4.665], [2.554, 2.853, 2.013], [3.079, -7.539, -4.204], [2.178, 4.612, 1.738], [0.179, -1.358, -0.146], [-5.491, 0.344, -2.838], [-0.675, 7.362, 1.889], [-4.499, -0.446, -0.183], [5.137, 1.398, 2.278], [-0.623, 0.469, 0.489], [0.107, 6.073, 5.125], [-0.510, 4.755, 1.587], [-3.013, 3.580, -2.826], [0.064, -5.211, -0.028], [2.270, -1.702, 2.285], [1.671, 6.923, 4.507], [6.572, 0.535, 2.806], [-1.059, 1.607, 3.964], [0.427, -2.766, -6.495], [1.399, -7.088, -3.728], [-0.806, -0.128, 2.668], [-0.316, -2.383, -4.881], [0.951, -1.383, -5.518], [0.631, -4.209, -1.012], [2.560, -0.921, -0.052], [5.872, 1.702, 3.937], [-0.670, -2.514, -2.080], [0.792, -2.731, -2.654], [-0.776, 2.162, -0.002], [-5.773, -1.055, -0.839], [-6.966, 1.916, -1.787], [-4.133, 2.056, -0.707], [2.533, -3.048, 3.508], [0.406, -4.697, -4.346], [1.222, 6.330, 2.283], [-7.403, 0.272, -1.604], [1.430, -0.187, 5.562], [-4.181, 4.273, -1.624], [0.152, -1.048, 3.395], [2.894, -1.831, -1.503], [-0.446, -0.323, -2.297], [1.933, -7.285, -5.448], [3.793, -2.246, 2.790], [2.229, -5.551, -2.468], [-6.823, 1.230, -0.202], [-0.386, 7.887, 3.284], [2.210, -2.652, 0.014], [3.315, -5.456, -5.134], [-3.888, -0.198, 2.315], [-1.053, 4.426, 3.204], [1.113, -4.949, -5.963], [2.939, 0.724, 2.927], [-3.411, -1.250, -2.231], [-3.117, -0.775, -3.638], [1.281, 3.292, 0.850], [-0.771, 2.312, 2.655], [-4.440, 4.575, -3.396], [1.086, -1.684, 5.242], [1.244, -0.220, -2.735], [3.437, -1.371, 5.045]],
  "mulliken_charge": [-0.66, -0.56, -0.70, -0.29, -0.39, -0.65, -0.40, -0.34, -0.38, -0.67, -0.61, -0.78, -0.46, -0.65, -0.36, -0.70, 0.62, -0.67, -1.70, -1.50, 0.19, -1.44, -0.81, -0.91, -1.60, -0.81, -0.09, -0.76, -1.59, 1.20, -0.32, 0.36, 0.44, -0.08, -0.27, 0.36, 0.08, -0.08, 0.20, 0.38, 0.45, -0.20, 0.34, 0.36, -0.14, 0.20, 0.25, 0.09, 0.33, 0.02, 0.39, 0.31, 0.27, 0.28, 0.06, 0.40, 0.29, 0.29, 0.37, 0.39, 0.29, 0.33, 0.26, 0.42, 0.43, 0.29, 0.22, -0.13, 0.39, 0.30, 0.43, 0.45, 0.46, 0.29, 0.36, 0.47, 0.22, 0.31, 0.22, 0.30, 0.39, 0.42, 0.44, 0.32, 0.32, 0.28, 0.35, 0.23, 0.31, 0.50, 0.54, -0.06, 0.31, 0.28, 0.24, 0.35, 0.23, 0.24, 0.28, 0.37],
  "smiles": "COC[C@H](C)N.COC[C@H](C)N.COC[C@H](C)N.COC[C@H](C)N.COC[C@H](C)N.O.O.O.O.O"
}

=====

no.,LUMO level (eV),E_HOMO (eV)
1,1.3,-4.237
2,0.4,-8.902